Molecular formula: C6H11N2OP
Method: DFT, ωB97M-V with the def2-TZVPD basis set

Output
Relative energy (zero: lowest compared OMol25 entry of this formula, charge and spin) (kJ/mol): 326.1
Lowest unoccupied orbital energy (alpha / beta) (eV): -0.3075 / -0.5920
E_tot (a.u.): -761.1883
Highest occupied orbital energy (alpha / beta) (eV): -7.8 / -7.6

Geometry (Å):
C -2.17815 1.23748 1.04642
C -1.02507 1.69173 1.76273
C -1.80561 1.16098 -0.24384
C 1.98840 -1.45872 0.96265
C -0.21324 -2.12946 -0.85833
C 0.32903 1.80638 -1.35509
N -0.07269 2.03084 0.88559
N -0.56139 1.78796 -0.34495
O 2.29890 -1.38138 -1.82042
P 1.29885 -1.07272 -0.84779
H -3.20559 1.06510 1.32555
H -0.91691 1.93677 2.72084
H -2.30562 0.61907 -0.98766
H 1.48329 -2.25541 1.37304
H 3.06040 -1.46641 0.83906
H 1.69101 -0.63271 1.53505
H -0.98557 -1.76889 -0.09043
H -0.47030 -2.29183 -1.89435
H 0.25342 -3.13362 -0.50152
H 1.28329 2.31576 -1.16643
H 0.05354 1.93909 -2.34014

Forces on atoms 1 to 6 (eV/Å):
-0.02 -0.19 0.92
-0.61 0.17 -5.13
1.22 1.36 0.03
-0.11 2.26 -3.18
1.07 -1.10 1.66
2.58 -0.13 0.47